(1)
# C15H26ClF4N4Pd

A molecular structure, C15H26ClF4N4Pd (ωB97M-V/def2-TZVPD, OMol25).

The geometry in ORCA input format:
```
! RIJCOSX wB97M-V def2-TZVPD def2/J DEFGRID3
* xyz 3 5
Pd 0.301 0.074 0.348
C 1.170 -1.116 3.101
C 1.067 -2.320 2.186
N 0.248 -2.076 0.946
C 0.777 -2.992 -0.129
C 1.913 -2.363 -0.905
C -1.189 -2.397 1.183
C -2.036 -1.202 1.624
N -1.979 -0.224 0.543
C -3.093 0.317 0.020
C -3.034 0.886 -1.282
F -1.940 0.832 -1.959
C -4.170 1.488 -1.928
F -3.965 1.935 -3.120
C -5.405 1.585 -1.325
C -5.488 1.069 -0.050
F -6.583 1.115 0.623
C -4.371 0.450 0.625
F -4.582 0.077 1.845
H 1.953 -1.264 3.843
H 0.247 -0.899 3.638
H 1.423 -0.252 2.479
H 0.655 -3.191 2.699
H 2.066 -2.599 1.851
H -0.036 -3.262 -0.799
H 1.110 -3.920 0.341
H 1.598 -1.442 -1.407
H 2.269 -3.054 -1.669
H 2.748 -2.127 -0.242
H -1.292 -3.198 1.919
H -1.620 -2.766 0.253
H -1.625 -0.731 2.520
H -3.041 -1.551 1.846
H -6.256 2.039 -1.818
N 6.243 1.164 -1.511
C 5.171 1.418 -0.471
C 3.927 0.560 -0.724
N 2.900 0.748 0.303
H 7.076 1.729 -1.322
H 5.926 1.401 -2.455
H 6.541 0.184 -1.524
H 4.949 2.483 -0.521
H 5.626 1.200 0.494
H 4.208 -0.494 -0.756
H 3.493 0.807 -1.696
H 2.652 1.731 0.367
H 3.244 0.465 1.216
Cl 0.267 2.620 -0.436
C -0.014 2.069 1.212
H -1.032 2.269 1.518
H 0.759 2.391 1.898
*
```

Values from the calculation:
HOMO energy (spin up / spin down): -16.274 / -18.068 eV
LUMO (spin up / spin down): -8.829 / -12.526 eV
Relative energy (zero: lowest compared OMol25 entry of this formula, charge and spin): 0.0 kcal per mole

---

(2)
# C15H26CrNO2P

A molecular structure, C15H26CrNO2P at a distorted geometry (ωB97M-V/def2-TZVPD, OMol25).

The geometry in ORCA input format:
```
! RIJCOSX wB97M-V def2-TZVPD def2/J DEFGRID3
* xyz 0 5
C 3.627 1.403 -0.587
C 2.600 2.179 -0.079
C 1.360 1.589 0.222
C 1.202 0.237 0.045
C 2.244 -0.561 -0.387
C 3.495 0.020 -0.669
C 0.281 2.475 0.800
C -1.063 2.528 0.060
N -1.437 1.226 -0.600
Cr -0.792 -0.385 0.361
C 1.968 -2.034 -0.533
P 0.190 -2.137 -0.909
H 2.692 3.252 0.070
H 4.316 -0.637 -0.954
H 4.569 1.879 -0.873
H 2.091 -2.602 0.400
H 2.543 -2.534 -1.326
H 0.083 2.195 1.854
H 0.664 3.503 0.817
H -1.879 2.795 0.746
C -0.155 -3.920 -0.919
C 0.442 -1.892 -2.695
H -1.034 3.270 -0.750
C -0.949 1.198 -1.998
C -2.906 1.052 -0.658
H -0.535 -1.855 1.062
H -1.410 2.042 -2.518
H 0.130 1.287 -2.056
H -1.234 0.262 -2.480
H -3.290 1.829 -1.322
H -3.151 0.057 -1.044
H -3.349 1.160 0.326
H 1.093 -2.693 -3.072
H -0.534 -1.953 -3.180
H 0.916 -0.932 -2.916
H 0.527 -4.462 -1.599
H -0.070 -4.330 0.101
H -1.194 -4.038 -1.266
H -1.580 -1.854 0.620
C -1.306 0.127 4.719
O -0.826 -0.253 3.402
C -1.517 0.146 2.312
O -2.624 0.717 2.426
H -0.488 0.661 5.188
H -1.544 -0.783 5.262
H -2.166 0.766 4.595
*
```

Values from the calculation:
HOMO energy (spin up / spin down): -6.919 / -8.011 eV
LUMO (spin up / spin down): 0.545 / -0.790 eV

---

(3)
# C15H26F6HfNO3P2

A molecular structure, C15H26F6HfNO3P2 at a distorted geometry (ωB97M-V/def2-TZVPD, OMol25).

The geometry in ORCA input format:
```
! RIJCOSX wB97M-V def2-TZVPD def2/J DEFGRID3
* xyz 3 1
Hf 0.735 0.326 0.186
P -3.266 -0.222 -0.927
C -2.278 0.515 -2.334
C -0.929 1.233 -2.505
N 0.198 1.002 -1.755
C 1.426 1.391 -2.229
C 1.546 2.210 -3.326
C 0.401 2.572 -4.024
C -0.817 2.054 -3.616
C 2.693 0.935 -1.504
P 2.865 -0.658 -0.467
H -1.721 2.265 -4.187
H 2.545 2.539 -3.617
H 0.470 3.222 -4.893
H 3.444 0.666 -2.268
H 3.140 1.786 -0.955
H -2.282 -0.266 -2.990
H -3.019 1.247 -2.729
H -0.380 -3.887 -4.996
O -0.885 -4.650 -4.945
H -1.779 -4.339 -4.742
H -3.164 -1.602 -0.557
O -1.210 -0.921 -0.018
H -1.114 -1.692 0.572
C 3.191 -1.940 -1.690
H 3.958 -1.608 -2.401
H 3.539 -2.835 -1.155
H 2.271 -2.195 -2.233
C 4.408 -0.415 0.445
H 4.360 -1.038 1.349
H 5.266 -0.726 -0.165
H 4.534 0.633 0.750
C -3.403 0.962 0.431
H -4.412 0.921 0.864
H -2.675 0.715 1.209
H -3.206 1.983 0.078
C -4.954 -0.298 -1.612
H -5.613 -0.719 -0.841
H -5.325 0.696 -1.899
H -4.978 -0.964 -2.485
C 1.690 2.630 3.593
C 0.636 1.635 3.171
O 0.668 1.356 1.773
C 0.827 0.258 3.869
F 0.700 0.296 5.220
F -0.040 -0.678 3.381
F 2.088 -0.214 3.585
C -0.782 2.192 3.465
F -0.937 2.619 4.749
F -1.028 3.253 2.643
F -1.758 1.275 3.217
H 2.681 2.211 3.392
H 1.581 2.834 4.666
H 1.556 3.553 3.018
*
```

Values from the calculation:
HOMO energy: -17.609 eV
LUMO: -11.061 eV
Relative energy (zero: lowest compared OMol25 entry of this formula, charge and spin): 0.0 kcal per mole

---

(4)
# C15H26FINO4

2 unconnected molecules or ions with the total composition C15H26FINO4 at a distorted geometry (ωB97M-V/def2-TZVPD, OMol25).

The geometry in ORCA input format:
```
! RIJCOSX wB97M-V def2-TZVPD def2/J DEFGRID3
* xyz 0 2
C 1.944 4.015 0.628
C 0.966 3.542 1.718
C -0.509 3.371 1.328
I -1.105 4.987 0.007
C -0.887 1.942 0.838
C 0.323 1.086 0.403
C 0.007 -0.010 -0.633
C 0.280 0.453 -2.060
C 0.990 -1.177 -0.351
N -1.364 -0.542 -0.442
O -1.600 -1.559 -1.198
C -2.467 0.468 -0.511
C -3.168 0.484 -1.866
C -3.520 0.089 0.556
C -1.984 1.904 -0.220
H 1.954 5.092 0.535
H 1.682 3.584 -0.333
H 2.931 3.635 0.877
H 1.025 4.288 2.508
H 1.353 2.628 2.155
H -1.084 3.556 2.225
H -1.325 1.443 1.700
H 0.661 0.560 1.288
H 1.134 1.661 -0.021
H 0.067 -0.336 -2.772
H 1.345 0.665 -2.119
H -0.239 1.367 -2.339
H 0.498 -1.994 0.160
H 1.867 -0.830 0.178
H 1.341 -1.555 -1.308
H -2.450 0.616 -2.669
H -3.797 -0.384 -2.016
H -3.812 1.361 -1.876
H -4.509 0.361 0.203
H -3.318 0.621 1.483
H -3.500 -0.976 0.758
H -2.842 2.425 0.193
H -1.675 2.365 -1.150
C 1.835 -5.665 0.306
C 3.204 -5.205 -0.139
O 3.200 -3.838 0.231
C 2.358 -3.709 1.295
O 2.310 -2.765 2.007
O 1.587 -4.815 1.431
F 3.365 -5.305 -1.480
H 1.083 -5.482 -0.463
H 1.806 -6.712 0.599
H 4.036 -5.709 0.356
*
```

Values from the calculation:
HOMO energy (spin up / spin down): -8.456 / -9.255 eV
LUMO (spin up / spin down): 0.533 / 0.291 eV